1.
C2H4OS | wB97M-V/def2-TZVPD

Values from the calculation:
Gap between HOMO and LUMO ... 10.0 eV
SMILES string ... O=CCS
ΔE to the lowest compared entry with this formula, charge and spin ... 28.2 kcal per mole
HOMO level ... -9.3 eV

```
! RIJCOSX wB97M-V def2-TZVPD def2/J DEFGRID3
* xyz 0 1
O -1.0009 1.2010 1.4163
C -0.6993 1.0388 0.2873
C -0.2255 -0.4114 -0.2125
S 1.6047 -0.2919 -0.0478
H -0.4515 1.7362 -0.5037
H -0.4770 -1.2704 0.3273
H -0.5083 -0.4251 -1.1825
H 1.7580 -1.5773 -0.0844
*
```

***

2.
C2H4OS2 | wB97M-V/def2-TZVPD

Values from the calculation:
Gap between HOMO and LUMO ... 8.4 eV
ΔE to the lowest compared entry with this formula, charge and spin ... 66.9 kcal per mole
HOMO level ... -8.8 eV

```
! RIJCOSX wB97M-V def2-TZVPD def2/J DEFGRID3
* xyz 0 1
C 0.9452 0.1347 0.2838
C -1.5726 -0.4878 -0.3184
O 3.2375 1.1136 0.0281
S 2.4446 -0.0546 -0.3562
S -0.0722 -1.2465 0.3147
H 0.8308 1.3537 1.1038
H -1.5515 0.6730 -0.1428
H -2.3418 -0.7108 0.3613
H -1.9200 -0.7753 -1.2744
*
```

***

3.
C2H4OS2 | wB97M-V/def2-TZVPD

Values from the calculation:
Gap between HOMO and LUMO ... 9.2 eV
SMILES string ... OC(=S)CS
ΔE to the lowest compared entry with this formula, charge and spin ... 0.9 kcal per mole
HOMO level ... -9.1 eV

```
! RIJCOSX wB97M-V def2-TZVPD def2/J DEFGRID3
* xyz 0 1
O 0.5252 1.6204 -0.0313
C 0.6157 0.2815 0.1719
S 1.9219 -0.6227 -0.1690
C -0.6199 -0.2636 0.8138
S -2.0185 -0.3082 -0.3239
H 1.2908 1.8224 -0.5428
H -0.9481 0.3609 1.6720
H -0.4947 -1.2766 1.1381
H -2.4776 0.9183 -0.0436
*
```

***

4.
C2H4OS2 | wB97M-V/def2-TZVPD

Values from the calculation:
Gap between HOMO and LUMO (alpha / beta) ... 6.9 / 7.3 eV
ΔE to the lowest compared entry with this formula, charge and spin ... 117.6 kcal per mole
HOMO level (alpha / beta) ... -8.5 / -8.4 eV

```
! RIJCOSX wB97M-V def2-TZVPD def2/J DEFGRID3
* xyz 0 1
C -1.0572 -0.0534 -0.0951
C 1.6518 0.4051 0.3364
O -3.3358 -1.1575 -0.4481
S -2.6139 -0.2743 0.4680
S -0.0761 1.1395 0.6075
H -0.3674 -1.0578 -1.6954
H 2.3335 0.9576 0.9493
H 1.8499 0.7000 -0.6703
H 1.6152 -0.6591 0.5478
*
```

***

5.
C2H4OS2 | wB97M-V/def2-TZVPD

Values from the calculation:
Gap between HOMO and LUMO ... 8.4 eV
SMILES string ... CC(=S)SO
ΔE to the lowest compared entry with this formula, charge and spin ... 32.9 kcal per mole
HOMO level ... -8.9 eV

```
! RIJCOSX wB97M-V def2-TZVPD def2/J DEFGRID3
* xyz 0 1
C -0.4261 -0.2920 0.6295
C -0.0077 0.8741 1.3903
S -0.3953 1.2048 2.9435
S 0.7701 2.1908 0.3665
O 1.5245 1.2824 -0.8376
H 0.5078 -0.4284 0.0128
H -1.2458 -0.3324 -0.1342
H -0.3553 -1.2294 1.2943
H 1.4437 1.7408 -1.7021
*
```

***

6.
C2H4OS3 | wB97M-V/def2-TZVPD

Values from the calculation:
Gap between HOMO and LUMO ... 7.5 eV
ΔE to the lowest compared entry with this formula, charge and spin ... 64.4 kcal per mole
HOMO level ... -8.7 eV

```
! RIJCOSX wB97M-V def2-TZVPD def2/J DEFGRID3
* xyz 0 1
C 0.5445 0.7869 -0.0669
C 1.4032 -0.3243 -0.2160
O -1.0267 -1.4269 -0.8557
S -3.0694 0.2620 0.5258
S 0.7379 2.3119 0.3800
S -1.2546 0.0183 -0.8280
H 1.0524 -1.3417 -0.1510
H 2.0218 -0.3402 0.7340
H 1.9940 -0.2652 -1.2224
H -2.4029 0.3193 1.7003
*
```

***

Electronic energy? In order: -15020.244, -25853.595, -25856.456, -25851.397, -25855.069, -36689.267 eV.